Record 1
The following is a DFT calculation (ωB97M-V/def2-TZVPD) of an isolated molecule of C5H8O.

Element x y z (Å)
O 2.0267 -1.4984 -0.3675
C 1.1164 -0.7133 -0.2523
C 0.9184 0.2578 0.9143
C -0.4810 0.8628 0.7032
C -1.1867 -0.1152 -0.2570
C -0.0612 -0.5414 -1.2011
H 1.0126 -0.2968 1.8544
H 1.7242 1.0003 0.9017
H -1.0289 1.0072 1.6389
H -0.3988 1.8432 0.2190
H -2.0447 0.3305 -0.7682
H -1.5486 -0.9904 0.2981
H -0.2355 -1.4346 -1.8036
H 0.1871 0.2884 -1.8799

Force components x, y, z for each atom (eV/Å):
O -0.341 0.338 0.020
C 0.229 -0.091 -0.042
C 0.048 -0.019 0.045
C -0.011 0.075 0.014
C -0.067 -0.009 0.025
C 0.040 -0.088 -0.057
H -0.035 0.041 -0.145
H -0.108 -0.130 0.021
H 0.088 -0.035 -0.147
H -0.010 -0.126 0.074
H 0.146 -0.046 0.070
H 0.034 0.122 -0.075
H 0.006 0.085 0.120
H -0.018 -0.117 0.075

LUMO = 0.99 eV
HOMO energy = -0.3457 Ha
Relative energy (zero: lowest compared OMol25 entry of this formula, charge and spin) = 0.027 eV

Table of Mulliken atomic charges, one value per atom, all in e: -0.57 0.38 -0.42 -0.59 -0.60 -0.54 0.27 0.29 0.31 0.27 0.33 0.28 0.33 0.25

***

Record 2
The following is a DFT calculation (ωB97M-V/def2-TZVPD) of a structure of composition C5H8O at a distorted geometry.

Element x y z (Å)
C 1.6029 -0.2787 0.4812
C 0.6753 0.5082 -0.3990
C -0.5902 -0.0391 -0.9970
C -1.3317 -0.8847 0.0153
O -1.2512 0.1254 1.0438
C -0.5846 1.0145 0.1638
H 1.0523 -0.7492 1.3019
H 2.3287 0.4120 0.9241
H 2.1435 -1.0427 -0.0777
H 1.1583 1.1878 -1.0958
H -1.1359 0.5836 -1.6738
H -0.8484 -1.8201 0.3338
H -2.3709 -1.0919 -0.2548
H -0.8481 2.0750 0.2341

Force components x, y, z for each atom (eV/Å):
C 0.135 -0.162 -0.005
C 0.331 0.163 0.172
C -0.724 1.330 0.543
C -0.183 -0.178 0.128
O 0.169 -0.260 0.739
C 0.217 0.238 0.525
H 0.106 0.024 -0.158
H -0.065 -0.169 -0.046
H 0.044 -0.046 0.047
H 0.007 0.117 0.226
H 0.093 -0.870 -1.723
H -0.055 0.237 -0.181
H 0.078 0.088 0.072
H -0.152 -0.510 -0.340

LUMO = 1.12 eV
HOMO energy = -0.3174 Ha
Relative energy (zero: lowest compared OMol25 entry of this formula, charge and spin) = 3.099 eV

Table of Mulliken atomic charges, one value per atom, all in e: -1.30 0.23 -0.44 -0.48 -0.42 -0.15 0.30 0.35 0.29 0.35 0.35 0.24 0.28 0.39

***

Record 3
The following is a DFT calculation (ωB97M-V/def2-TZVPD) of an isolated molecule of C5H8O.

Element x y z (Å)
C -1.6649 0.3935 -0.9506
O -1.1434 -0.1923 -1.9858
C -0.4388 0.2546 0.0662
C -0.0366 -0.8286 0.8790
C 1.4275 -0.6524 0.6240
C 1.0288 0.5843 -0.2362
H -2.5184 -0.1025 -0.4223
H -1.9141 1.4792 -1.0179
H -0.6232 -1.5135 1.4893
H -0.6330 0.5325 1.2013
H 1.8188 -1.4833 0.0223
H 2.0782 -0.5048 1.4906
H 1.2367 0.4864 -1.3005
H 1.3825 1.5469 0.1405

Force components x, y, z for each atom (eV/Å):
C -0.133 0.238 0.579
O 0.033 -0.108 -0.270
C 0.095 -0.222 -0.227
C -0.062 -0.018 0.021
C 0.049 0.002 0.124
C 0.069 0.183 -0.110
H 0.098 0.026 -0.153
H 0.042 -0.168 -0.067
H 0.055 0.090 -0.111
H 0.019 0.065 0.187
H -0.082 0.069 0.058
H -0.096 -0.037 -0.134
H -0.021 -0.002 0.154
H -0.066 -0.118 -0.050

LUMO (spin up / spin down) = -0.55 / -0.55 eV
HOMO energy (spin up / spin down) = -0.2852 / -0.2851 Ha
Relative energy (zero: lowest compared OMol25 entry of this formula, charge and spin) = 5.655 eV

Table of Mulliken atomic charges, one value per atom, all in e: -0.32 -0.71 0.63 -0.68 -0.41 -0.69 0.22 0.24 0.43 0.17 0.26 0.29 0.31 0.26

***

Record 4
The following is a DFT calculation (ωB97M-V/def2-TZVPD) of an isolated molecule of C5H8O at a distorted geometry.

Element x y z (Å)
C 1.0532 1.2549 -1.6995
C 0.0284 0.9182 -0.9758
O -0.7818 1.7792 -0.3233
C -1.4604 0.7322 0.4471
C -0.6187 -0.3978 -0.0823
C 0.5191 -0.8933 0.8953
H 1.1467 2.3359 -1.8100
H 1.6666 0.4324 -2.1884
H -2.6089 0.5506 0.2055
H -1.4432 0.9515 1.6494
H -0.9957 -1.1244 -0.6799
H 1.0663 -0.1402 1.2779
H 1.0450 -1.8124 0.4660
H -0.0105 -1.3416 1.6693

Force components x, y, z for each atom (eV/Å):
C 1.141 -0.990 -1.400
C -1.307 -3.260 2.300
O -1.814 0.004 1.217
C -2.653 0.439 2.161
C 5.220 4.319 0.212
C -2.662 -3.555 -3.485
H 0.566 -0.338 -0.441
H -0.687 1.633 0.646
H 2.256 0.972 0.146
H 0.299 -0.494 -2.981
H -1.558 -2.150 -1.409
H 2.238 2.409 0.862
H -0.055 1.763 0.259
H -0.984 -0.753 1.915

LUMO = 1.06 eV
HOMO energy = -0.3203 Ha
Relative energy (zero: lowest compared OMol25 entry of this formula, charge and spin) = 3.244 eV

Table of Mulliken atomic charges, one value per atom, all in e: -0.77 0.28 -0.40 -0.42 0.02 -1.39 0.26 0.24 0.23 0.25 0.51 0.45 0.30 0.43

***

Record 5
The following is a DFT calculation (ωB97M-V/def2-TZVPD) of an isolated molecule of C5H8O at a distorted geometry.

Element x y z (Å)
O 0.5346 -1.2947 -1.6041
C 0.4983 0.0429 -1.1410
C 0.4194 -0.0353 0.3499
C -0.1425 1.1292 1.1552
C -1.5690 0.5852 1.1377
C -1.1073 -0.7139 0.7754
H 0.5068 -1.2809 -2.5673
H -0.3897 0.5770 -1.4975
H 1.4045 0.5910 -1.4360
H 1.3575 -0.5023 0.7231
H -0.2411 -1.1590 1.2804
H 0.2594 1.2485 2.1668
H -0.0439 2.0885 0.6396
H -1.6762 -1.4991 0.2660

Force components x, y, z for each atom (eV/Å):
O 0.023 0.008 -0.339
C -0.064 0.530 -0.007
C -0.022 0.260 -0.292
C 0.083 0.294 -0.043
C 0.552 -0.373 -0.162
C 0.404 -0.171 -0.261
H 0.029 -0.079 0.108
H 0.119 -0.022 -0.166
H -0.052 -0.039 -0.079
H -0.697 -0.080 -0.105
H -0.623 -0.645 1.343
H 0.034 -0.021 -0.158
H -0.076 0.073 0.131
H 0.290 0.265 0.031

LUMO = 0.48 eV
HOMO energy = -0.2950 Ha
Relative energy (zero: lowest compared OMol25 entry of this formula, charge and spin) = 5.927 eV

Table of Mulliken atomic charges, one value per atom, all in e: -0.52 -0.65 0.07 -0.60 -0.49 -0.53 0.31 0.33 0.35 0.44 0.30 0.34 0.29 0.37

***

Record 6
The following is a DFT calculation (ωB97M-V/def2-TZVPD) of a structure of composition C5H8O at a distorted geometry.

Element x y z (Å)
C -0.3194 1.2004 0.2136
C 0.3451 0.2057 -0.7855
C 1.1028 -0.2742 0.4887
C -0.3260 -0.0649 1.1024
O -1.2533 -0.8920 0.3748
C -0.7083 -0.8768 -0.9431
H 0.3848 2.0204 0.4251
H -1.3420 1.5326 0.1218
H 0.8489 0.5267 -1.7023
H 1.8072 0.5289 0.7530
H 1.6166 -1.2325 0.5294
H -0.7330 -0.0643 2.1223
H -1.4745 -0.6599 -1.6962
H -0.2669 -1.8607 -1.1435

Force components x, y, z for each atom (eV/Å):
C -0.567 0.183 -0.030
C 0.054 0.007 -0.188
C 0.072 -0.352 0.137
C 0.219 0.987 0.042
O 0.392 -0.306 0.261
C 0.081 -0.080 -0.253
H -0.464 -0.409 0.336
H -0.243 0.453 -0.761
H 0.028 0.007 0.334
H -0.321 -0.462 0.355
H -0.190 -0.223 -0.161
H 0.935 0.036 -0.094
H 0.026 0.031 0.230
H -0.024 0.127 -0.210

LUMO = 1.07 eV
HOMO energy = -0.3439 Ha
Relative energy (zero: lowest compared OMol25 entry of this formula, charge and spin) = 2.024 eV

Table of Mulliken atomic charges, one value per atom, all in e: -0.67 -0.31 -0.64 -0.04 -0.44 -0.48 0.27 0.30 0.42 0.26 0.32 0.41 0.31 0.29

***

Record 7
The following is a DFT calculation (ωB97M-V/def2-TZVPD) of a structure of composition C5H8O at a distorted geometry.

Element x y z (Å)
C 1.4314 -0.6464 -0.4351
C 0.2997 -0.2872 0.1725
C -0.8958 -1.0703 0.6537
C -1.5476 -0.0180 -0.2468
O -1.6410 1.1532 0.5021
C -0.3792 0.9827 -0.1049
H 1.8837 -0.0110 -1.1967
H 1.8909 -1.5966 -0.2300
H 1.8974 1.0018 0.6722
H -0.9158 -2.1163 0.3519
H -1.1790 -0.9342 1.7044
H -2.0113 -0.1853 -1.2098
H 1.4585 1.5833 0.8751
H -0.0367 1.7477 -0.7954

Force components x, y, z for each atom (eV/Å):
C -0.115 -0.552 -0.186
C 0.896 -0.139 0.463
C 0.098 -0.061 -0.135
C -0.671 0.092 -0.263
O -0.140 -0.002 0.524
C -0.442 -0.581 -1.231
H 0.165 0.018 0.524
H -0.132 -0.370 -0.298
H 0.205 0.996 0.548
H -0.011 0.197 -0.048
H -0.006 0.004 -0.361
H -0.415 0.220 0.240
H 0.839 0.407 0.247
H -0.271 -0.229 -0.024

LUMO = 1.03 eV
HOMO energy = -0.3032 Ha
Relative energy (zero: lowest compared OMol25 entry of this formula, charge and spin) = 5.517 eV

Table of Mulliken atomic charges, one value per atom, all in e: -1.12 0.61 -0.71 -0.07 -0.41 -0.35 0.34 0.28 0.02 0.31 0.22 0.37 0.03 0.47

***

Record 8
The following is a DFT calculation (ωB97M-V/def2-TZVPD) of an isolated molecule of C5H8O.

Element x y z (Å)
O -0.6517 -1.5101 -1.9117
C -1.3130 -1.3137 -0.9214
C -1.1366 -0.1455 0.0208
C 0.1283 0.6502 -0.1978
C 0.9639 1.0539 0.9871
C 1.4581 -0.0013 0.0399
H -2.1279 -2.0165 -0.6373
H -2.0283 0.4905 -0.0902
H -1.1925 -0.5356 1.0472
H 0.0868 1.3538 -1.0258
H 1.4497 2.0252 0.9771
H 0.6278 0.7350 1.9715
H 2.2728 0.2502 -0.6326
H 1.4626 -1.0361 0.3734

Force components x, y, z for each atom (eV/Å):
O -0.282 0.083 0.424
C 0.146 -0.025 -0.264
C 0.084 0.015 0.015
C -0.067 0.057 -0.094
C 0.017 0.141 0.159
C 0.105 -0.133 -0.065
H 0.063 0.063 -0.095
H 0.092 -0.111 0.032
H 0.045 0.003 -0.133
H 0.029 -0.127 0.131
H -0.092 -0.155 -0.024
H 0.039 0.053 -0.179
H -0.153 -0.044 0.116
H -0.025 0.180 -0.024

LUMO = 1.09 eV
HOMO energy = -0.3576 Ha
Relative energy (zero: lowest compared OMol25 entry of this formula, charge and spin) = 1.294 eV

Table of Mulliken atomic charges, one value per atom, all in e: -0.47 0.00 -0.80 0.18 -0.65 -0.52 0.36 0.35 0.28 0.35 0.26 0.22 0.23 0.21